{"formula": "C5H9HoO4", "method": "the ωB97M-V functional and the def2-TZVPD basis", "charge": 1, "e_tot_ha": -1444.644280, "lumo_ev": [-4.50, -5.04], "multiplicity": 6, "homo_lumo_gap_ev": [7.698, 9.011], "homo_ev": [-12.200, -14.055], "elements": ["O", "C", "C", "H", "H", "H", "O", "O", "C", "C", "O", "C", "Ho", "H", "H", "H", "H", "H", "H"], "xyz": [[0.3595, -2.7558, -0.3274], [-0.8951, -3.0415, -0.3892], [-1.8767, -1.9838, -0.2042], [-1.2051, -4.0897, -0.2760], [-2.8395, -2.2658, 0.2311], [-1.8988, -1.2631, -1.0391], [-0.9189, -0.5832, 0.9460], [2.3511, 0.1882, -0.5987], [2.2284, 1.5665, -0.5196], [0.7883, 1.9822, -0.2272], [0.3800, 1.2563, 0.9376], [-0.9727, 0.7914, 1.0257], [1.1877, -0.9673, 0.5001], [2.5259, 2.0709, -1.4603], [2.8742, 1.9892, 0.2779], [0.1367, 1.7016, -1.0727], [0.6967, 3.0638, -0.0439], [-1.3373, 1.1018, 2.0175], [-1.5844, 1.2384, 0.2224]], "atomic_forces_ev_per_a": [[-0.879, -0.827, -1.298], [-0.250, 1.219, 2.202], [0.071, -1.216, -2.329], [0.201, 0.195, -0.159], [0.313, 0.235, -0.103], [-0.069, -0.021, 0.829], [0.638, -0.432, 0.251], [0.046, 0.062, -0.361], [0.222, 1.812, -0.220], [0.170, 0.388, -0.662], [0.372, -0.529, 0.172], [-1.002, 0.436, 0.392], [-0.035, -0.444, 1.305], [-0.034, -0.299, 0.322], [-0.154, -0.276, -0.305], [0.125, 0.078, 0.191], [0.061, -0.343, -0.080], [-0.018, -0.005, -0.368], [0.221, -0.033, 0.220]]}



{"formula": "C2H8N", "method": "the ωB97M-V functional and the def2-TZVPD basis", "charge": 2, "e_tot_ha": -134.689601, "lumo_ev": [-16.49, -14.19], "multiplicity": 2, "homo_lumo_gap_ev": [6.068, 10.797], "homo_ev": [-22.554, -24.984], "de_lowest_kj_mol": 740.0, "elements": ["C", "N", "C", "H", "H", "H", "H", "H", "H", "H", "H"], "xyz": [[1.9181, -1.4915, 0.4214], [-0.3969, 1.0003, -0.3572], [-1.7573, 0.7106, -0.2395], [2.9867, -1.3327, 0.8133], [1.3322, -0.7069, -0.1246], [1.9481, -2.4074, -0.2078], [-0.1289, 1.9922, -0.1156], [1.3887, -1.4731, 1.4675], [-1.9394, -0.3380, 0.0755], [-2.1371, 1.3890, 0.5581], [-2.2025, 0.8240, -1.2476]], "atomic_forces_ev_per_a": [[-0.472, -0.065, -0.368], [-2.171, 2.197, 1.050], [0.970, -1.376, -0.735], [-0.208, -0.934, 0.701], [-0.404, -0.836, 0.301], [0.716, 0.449, -0.512], [1.241, -0.741, -0.564], [0.867, 0.940, 0.003], [-0.222, 0.160, 0.034], [-0.060, 0.045, -0.045], [-0.259, 0.161, 0.134]]}



{"formula": "C3H6N4", "method": "the ωB97M-V functional and the def2-TZVPD basis", "e_tot_ha": -336.767935, "lumo_ev": 1.03, "homo_lumo_gap_ev": 7.700, "homo_ev": -6.668, "de_lowest_kj_mol": 476.0, "elements": ["C", "C", "C", "N", "N", "N", "N", "H", "H", "H", "H", "H", "H"], "xyz": [[-0.2061, 0.5589, 0.9545], [0.1025, 0.9276, -1.3609], [-0.1961, -0.4446, 2.0617], [0.3603, -1.2547, -1.8219], [0.4107, -1.1090, -0.5220], [0.3089, -0.0823, -2.3522], [0.0203, 0.1743, -0.2323], [-0.3165, 1.5944, 1.2974], [-0.4810, 1.7693, -1.5425], [-0.0044, -0.0244, 3.0506], [0.7592, -1.0311, 1.7561], [-1.0406, -1.0228, 2.0022], [0.2828, -0.0555, -3.2907]], "atomic_forces_ev_per_a": [[-1.004, 1.269, 4.217], [1.139, -2.175, -2.112], [4.346, 0.497, -1.233], [1.624, 0.211, 1.205], [-1.172, -1.897, -0.863], [-1.177, 0.939, 4.486], [0.950, 1.288, -1.600], [0.109, -0.240, -1.238], [-0.689, 1.138, -0.256], [-0.352, 0.122, -0.238], [-1.688, 0.103, 1.162], [-1.902, -1.862, 0.278], [-0.185, 0.608, -3.808]]}



{"formula": "C5H5MnO15", "method": "the ωB97M-V functional and the def2-TZVPD basis", "charge": -3, "e_tot_ha": -2473.357844, "lumo_ev": [7.00, 6.99], "multiplicity": 6, "homo_lumo_gap_ev": [6.411, 6.714], "homo_ev": [0.587, 0.275], "de_lowest_kj_mol": 0.0, "elements": ["Mn", "O", "C", "O", "O", "H", "O", "C", "O", "O", "H", "O", "C", "O", "O", "H", "O", "C", "O", "O", "H", "O", "C", "O", "O", "H"], "xyz": [[-0.0271, 0.1896, 0.1285], [-1.7287, 2.1955, -3.1737], [-0.6104, 2.4507, -2.4079], [0.0679, 3.4568, -2.7114], [-0.4497, 1.7256, -1.3912], [-1.9821, 1.3469, -2.7479], [2.3881, 0.6123, 3.0945], [2.1790, 1.6124, 2.2071], [2.9029, 2.6444, 2.3141], [1.2887, 1.4585, 1.3388], [1.7214, -0.0445, 2.8260], [3.8634, -1.4341, 0.4214], [2.8251, -1.6380, -0.4787], [1.7842, -0.9745, -0.3188], [3.0973, -2.3430, -1.4895], [4.4950, -1.9143, -0.1498], [-2.3762, -0.8640, 3.2173], [-1.4437, -0.4455, 2.3408], [-0.5184, -1.1917, 1.9794], [-1.4267, 0.6968, 1.7783], [-3.0866, -0.2135, 3.2293], [-2.5113, -2.5333, -2.0724], [-2.3913, -1.1824, -1.8222], [-1.5682, -0.7815, -0.9793], [-3.1740, -0.4705, -2.5206], [-3.3187, -2.3585, -2.6121]], "atomic_forces_ev_per_a": [[0.654, 0.648, -0.012], [0.278, -1.138, 0.481], [1.110, 2.228, 0.842], [-0.489, -0.700, -0.435], [0.059, -0.533, -0.181], [-0.798, 0.142, -0.533], [-0.408, -1.005, 0.509], [0.876, 2.977, -1.345], [-0.432, -1.278, 0.560], [-0.279, -0.572, 0.057], [0.209, -0.105, 0.103], [0.236, -0.861, -0.737], [-1.322, 1.217, -1.947], [-0.073, -0.371, 0.731], [0.475, -0.271, 0.979], [0.403, 0.202, 0.821], [-0.583, -0.147, 0.604], [2.774, 1.814, -3.318], [0.011, -2.364, 1.336], [-2.770, 0.328, 1.594], [0.237, 0.241, -0.159], [-1.071, 0.189, -0.302], [0.671, 2.193, 0.454], [-0.504, -1.252, -0.366], [0.206, -0.495, 0.311], [0.532, -1.086, -0.048]]}



{"formula": "CH8Na6O7", "method": "the ωB97M-V functional and the def2-TZVPD basis", "charge": 4, "e_tot_ha": -1542.131760, "lumo_ev": -14.43, "homo_lumo_gap_ev": 6.773, "homo_ev": -21.203, "de_lowest_kj_mol": 46.5, "elements": ["Na", "Na", "Na", "Na", "Na", "Na", "C", "O", "O", "O", "O", "H", "H", "O", "H", "H", "O", "H", "H", "O", "H", "H"], "xyz": [[1.1893, -0.2965, -4.0327], [1.6293, 3.2087, -2.1450], [0.4677, -3.2707, -2.2742], [-1.7602, 2.9061, -1.1033], [-1.0465, -1.7997, 0.8411], [-2.4833, -1.3045, -2.4942], [-0.0587, 0.3146, -1.1951], [-0.1902, 0.6932, -0.0139], [-0.2830, -0.9400, -1.4976], [0.2653, 1.1386, -2.1120], [1.9107, 0.0239, 1.7954], [1.4434, -0.5825, 2.3855], [1.2826, 0.2467, 1.1070], [2.2525, -2.1756, -0.5645], [3.1479, -1.8383, -0.3914], [1.7399, -1.3843, -0.7554], [-0.4400, 2.1996, 2.4056], [0.3075, 1.8223, 2.8871], [-0.4332, 1.7487, 1.5596], [-2.7748, -0.4039, 2.1559], [-2.5299, 0.3751, 1.6382], [-3.6362, -0.6814, 1.8038]], "atomic_forces_ev_per_a": [[0.182, 0.504, -0.035], [0.459, 0.113, 0.169], [0.887, -0.489, 0.591], [-0.080, 0.236, 0.488], [0.147, 0.485, 0.956], [-0.406, 0.105, -0.125], [-0.087, 0.551, 0.783], [-0.818, -0.212, 0.101], [-0.683, -1.629, -1.149], [0.406, 0.571, -1.672], [0.019, -0.359, -0.030], [0.348, 0.134, 0.204], [-0.238, 0.230, 0.066], [-0.419, 0.076, -0.843], [-0.040, -0.431, 0.244], [0.109, 0.185, 0.397], [-0.312, 0.003, -0.253], [0.018, 0.192, 0.137], [0.338, -0.090, 0.136], [0.433, -0.708, -1.348], [-0.154, 0.330, 0.608], [-0.110, 0.204, 0.576]]}



{"formula": "C3H6Cl3P", "method": "the ωB97M-V functional and the def2-TZVPD basis", "e_tot_ha": -1839.682898, "lumo_ev": [-0.07, -0.07], "homo_lumo_gap_ev": [8.009, 8.010], "homo_ev": [-8.078, -8.079], "de_lowest_kj_mol": 536.5, "elements": ["C", "C", "C", "P", "Cl", "Cl", "Cl", "H", "H", "H", "H", "H", "H"], "xyz": [[0.3157, -1.1240, 0.5083], [-0.9972, 1.3640, 0.8853], [1.9778, -0.4390, -2.1974], [-1.2670, -0.2559, 0.0560], [-2.6369, 2.1329, 0.7218], [1.6470, -0.0416, -0.6706], [-2.4090, -0.9329, 1.6504], [0.1728, -2.2067, 0.4937], [0.4668, -0.7072, 1.5244], [-0.9397, 1.3912, 1.9570], [-0.2366, 2.1252, 0.4435], [2.5852, -1.2671, -2.4001], [1.3212, -0.0388, -2.9724]], "atomic_forces_ev_per_a": [[-1.451, 1.864, 0.642], [0.286, 2.380, -0.950], [-0.956, 1.304, -0.766], [0.489, -0.522, 0.095], [0.051, 0.459, -0.357], [0.071, -0.911, 0.667], [-0.233, -0.556, 0.011], [0.673, 0.138, -0.391], [0.706, -0.664, -0.395], [0.737, -0.643, 0.456], [-1.253, -1.637, 0.515], [0.796, -0.937, 0.021], [0.087, -0.276, 0.450]]}